Entry from OMol25: a single C15H16N2O2S molecule (ωB97M-V with the def2-TZVPD basis set).

DFT total energy: -33726.8783 eV
orbital gap: 8.7 eV
HOMO energy: -8.38 eV
SMILES string: CCNC(=O)NC(=O)CSc1ccc2ccccc2c1
LUMO: 0.01038 Ha
molecular weight: 288.37 g mol⁻¹
energy relative to the best compared isomer or geometry (same formula, charge and spin): 0.00 kJ/mol

Cartesian coordinates (Å):
H (-0.292, 1.644, -0.693)
O (-3.150, 2.031, -0.106)
H (4.017, -2.395, 1.518)
H (7.181, -1.120, -1.054)
C (-5.850, -0.935, 0.129)
H (2.016, -0.979, 1.796)
C (4.261, 0.456, -0.342)
C (4.442, -1.671, 0.839)
H (-0.862, 2.970, 0.356)
C (2.442, -0.256, 1.118)
H (3.954, 2.363, -1.289)
N (-2.291, -0.004, 0.441)
C (-6.432, -0.853, -1.278)
S (0.186, 1.170, 1.610)
C (-2.208, 1.323, 0.188)
C (5.666, -1.882, 0.268)
C (6.212, -0.936, -0.613)
C (-3.435, -0.852, 0.453)
C (-0.799, 1.887, 0.242)
C (3.709, -0.500, 0.552)
O (-3.278, -2.028, 0.680)
N (-4.593, -0.229, 0.217)
H (-7.384, -1.377, -1.317)
C (2.307, 1.851, -0.051)
H (5.941, 0.939, -1.591)
H (1.769, 2.765, -0.253)
H (-1.439, -0.489, 0.703)
C (1.756, 0.891, 0.817)
H (-6.551, -0.502, 0.850)
C (3.527, 1.628, -0.621)
H (6.223, -2.780, 0.492)
C (5.525, 0.207, -0.913)
H (-6.593, 0.184, -1.563)
H (-5.753, -1.310, -1.994)
H (-4.569, 0.764, 0.006)
H (-5.654, -1.973, 0.404)

These are the Mulliken partial charges, in e, on atoms 1 to 2: atom 1 (H): 0.403, atom 2 (O): -0.713